No. 1
C4H8N2OS | ωB97M-V with the def2-TZVPD basis set

```
! wB97M-V def2-TZVPD RIJCOSX def2/J DEFGRID3
* xyz 0 1
C -2.839 0.573 0.648
C -2.306 -0.350 -0.470
S -0.764 -1.172 -0.192
C 0.402 0.060 -0.273
O 0.146 1.231 -0.552
C 1.777 -0.331 0.211
N 2.817 0.374 -0.172
N 4.098 -0.155 0.197
H -2.052 1.272 1.025
H -3.430 0.098 1.464
H -3.586 1.303 -0.029
H -2.280 0.449 -1.249
H -3.037 -0.989 -0.835
H 2.024 -1.420 0.616
H 4.892 0.244 -0.543
H 4.139 -1.185 0.154
*
```

Results
Structure (SMILES): CCSC(=O)/C=N/N
Orbital gap in hartree: 0.3483

Atom charges from the Mulliken analysis, given in e for atoms 1 to 8: -0.9062, -0.5200, -0.1829, 0.7271, -0.5538, -0.2604, -0.0892, -0.5483



No. 2
C4H10N2O2 | ωB97M-V with the def2-TZVPD basis set

```
! wB97M-V def2-TZVPD RIJCOSX def2/J DEFGRID3
* xyz 0 1
H 0.625 -0.227 1.418
N 1.548 -0.602 1.209
C 2.127 -0.029 0.239
C 3.508 -0.472 -0.149
N 1.627 1.017 -0.485
H 3.510 -0.847 -1.172
H 3.832 -1.259 0.523
H 4.198 0.367 -0.086
H 2.077 1.283 -1.344
H 0.642 1.226 -0.410
C -3.949 0.163 0.234
O -2.947 -0.841 0.078
C -1.736 -0.423 -0.214
O -1.395 0.717 -0.365
H -3.634 0.897 0.978
H -4.849 -0.352 0.559
H -4.121 0.673 -0.716
H -1.060 -1.289 -0.297
*
```

Results
Structure (SMILES): [H]/N=C(/C)N.COC=O
Orbital gap in hartree: 0.3585

Atom charges from the Mulliken analysis, given in e for atoms 1 to 8: 0.2262, -0.7202, 0.7133, -1.1086, -0.4250, 0.3157, 0.2882, 0.3136



No. 3
C17H17N3O3 | ωB97M-V with the def2-TZVPD basis set

```
! wB97M-V def2-TZVPD RIJCOSX def2/J DEFGRID3
* xyz 0 1
C 2.567 -1.971 -2.059
C 2.214 -0.758 -1.216
O 0.884 -0.931 -0.746
C 0.365 0.060 -0.028
N 1.101 1.133 0.194
C 0.612 2.153 0.901
C 1.515 3.296 1.083
C 1.037 4.581 1.334
C 1.917 5.634 1.502
C 3.283 5.423 1.425
C 3.769 4.151 1.166
C 2.893 3.098 0.992
C -0.673 2.113 1.442
C -1.452 0.993 1.220
C -0.954 -0.066 0.469
C -1.765 -1.236 0.233
N -2.997 -1.347 0.670
O -3.416 -2.572 0.252
C -2.392 -3.122 -0.411
C -2.483 -4.482 -1.028
O -3.539 -5.274 -0.573
C -4.806 -4.913 -1.078
N -1.357 -2.346 -0.456
H 1.884 -2.050 -2.900
H 2.481 -2.874 -1.461
H 3.584 -1.881 -2.430
H 2.275 0.167 -1.801
H 2.890 -0.662 -0.359
H -0.026 4.766 1.375
H 1.534 6.626 1.692
H 3.967 6.248 1.561
H 4.834 3.983 1.099
H 3.256 2.103 0.788
H -1.047 2.926 2.042
H -2.450 0.915 1.622
H -2.522 -4.353 -2.123
H -1.560 -5.016 -0.783
H -5.500 -5.666 -0.711
H -4.805 -4.919 -2.175
H -5.121 -3.928 -0.723
*
```

Results
Structure (SMILES): CCOc1nc(-c2ccccc2)ccc1-c1noc(COC)n1
Orbital gap in hartree: 0.3082

Atom charges from the Mulliken analysis, given in e for atoms 1 to 8: -1.3545, -0.1861, -0.2851, 0.2927, -0.4466, 0.2734, 0.7851, -0.5198



No. 4
C24H18AlCl3N9S2Si | ωB97M-V with the def2-TZVPD basis set

```
! wB97M-V def2-TZVPD RIJCOSX def2/J DEFGRID3
* xyz 1 1
Al 0.160 -0.071 0.087
C -1.694 -0.778 3.677
C -2.758 0.134 3.664
C -3.071 0.798 2.509
C -2.329 0.570 1.334
N -1.249 -0.253 1.386
C -0.964 -0.924 2.533
N -2.805 1.119 0.182
C -2.293 0.861 -0.990
N -1.097 0.274 -1.297
C -1.189 -0.168 -2.670
N -0.469 -0.991 -3.307
C 0.412 -1.822 -2.617
C 1.497 -2.222 -3.278
C 2.844 -2.560 -2.830
C 3.032 -2.586 -1.515
C 0.849 -2.672 -0.620
N -0.099 -2.174 -1.323
C -2.377 0.485 -3.248
C -2.876 0.470 -4.538
C -4.071 1.139 -4.763
C -4.756 1.774 -3.724
C -4.261 1.760 -2.428
C -3.054 1.114 -2.222
H -1.439 -1.343 4.560
H -3.343 0.299 4.559
H -3.905 1.480 2.443
H -0.100 -1.578 2.485
H 1.339 -2.123 -4.346
H 3.624 -2.728 -3.560
H 2.447 -4.273 -0.012
H 1.948 -3.016 1.317
H -2.350 -0.043 -5.332
H -4.487 1.165 -5.761
H -5.692 2.274 -3.935
H -4.793 2.225 -1.609
N -0.710 3.368 0.261
C 0.067 2.898 1.247
N 0.896 1.881 1.087
C 1.734 1.793 2.233
C 1.438 2.638 3.232
S 0.116 3.661 2.800
C 2.954 0.935 2.207
C 3.898 1.072 1.217
S 5.019 -0.261 1.202
C 4.105 -0.964 2.621
N 3.047 -0.258 2.957
N 4.437 -2.186 3.062
H -0.739 2.866 -0.612
H -1.469 3.996 0.457
H 1.942 2.743 4.178
H 4.053 1.915 0.562
H 4.649 -2.808 2.278
H 3.681 -2.959 0.718
Cl 2.368 -2.650 -0.052
Si 2.463 -0.676 0.846
Cl 3.274 -2.993 4.021
Cl 2.144 0.376 -1.330
*
```

Results
Orbital gap (alpha / beta) in hartree: 0.1879 / 0.1883

Atom charges from the Mulliken analysis, given in e for atoms 1 to 8: 0.1840, -1.0308, -0.3133, -0.8202, 0.7426, 0.5706, -0.0175, -0.3903



Energy relative to the best compared isomer or geometry (same formula, charge and spin) readings, ordered: 279.6 147.1 263.0 2901.1 kJ/mol
Strongest force on any atom readings, ordered: 4.18 0.96 1.21 9.52 eV Å⁻¹